Record 1
A single C4H7F molecule, computed with wB97M-V/def2-TZVPD.

Values from the calculation:
HOMO, eV: -10.2
Total charge: 0
SMILES: CC1(F)CC1
Lowest unoccupied orbital energy, eV: 1.2
Energy above the lowest of the compared OMol25 structures with the same formula, charge and spin, kJ/mol: 1.8

Cartesian coordinates (Å):
H1 1.70320 1.10931 -0.89978
H2 -0.27103 -1.58836 0.95747
H3 -0.16725 0.86367 1.65454
C1 -0.79795 0.58287 0.82563
C2 1.35317 0.11818 -0.61581
C3 -0.14028 0.12987 -0.43721
H4 -1.80361 -1.24390 0.05423
C4 -0.85934 -0.86582 0.41372
H5 -1.70143 1.16593 0.73911
H6 1.62963 -0.58398 -1.40068
H7 1.83427 -0.17653 0.31209
F1 -0.77938 0.48877 -1.60332



Record 2
A 2-piece molecular cluster, C4H7F2N2 overall at a distorted geometry, computed with wB97M-V/def2-TZVPD.

Values from the calculation:
HOMO, eV: -14.6
Total charge: +1
Lowest unoccupied orbital energy, eV: -4.0
Energy above the lowest of the compared OMol25 structures with the same formula, charge and spin, kJ/mol: 235.6

Cartesian coordinates (Å):
H1 0.73935 0.57695 2.04999
H2 -1.23784 2.32834 0.59302
C1 0.47896 1.10781 1.12869
H3 -1.94319 0.28828 -1.02087
H4 -1.76713 1.00974 1.53138
F1 -0.03612 -4.10282 -0.83175
F2 1.60712 -2.79074 -1.10075
H5 0.85917 2.22405 1.24561
H6 0.10244 -0.52170 -1.83930
N1 1.05842 0.41592 0.01239
H7 2.06415 0.51554 -0.08366
C2 -1.04998 1.25822 0.77811
N2 -1.17801 0.52507 -0.39229
C3 0.00094 0.08807 -0.77758
C4 0.30172 -2.92273 -1.29298



Record 3
A single C4H7F2N3 molecule at a distorted geometry, computed with wB97M-V/def2-TZVPD.

Values from the calculation:
HOMO, eV: -9.2
Total charge: 0
SMILES: CC(F)(F)[C@H]1CNN=N1
Lowest unoccupied orbital energy, eV: 0.8
Energy above the lowest of the compared OMol25 structures with the same formula, charge and spin, kJ/mol: 0.0

Cartesian coordinates (Å):
H1 0.36148 2.07034 -0.51396
C1 -0.66099 -1.07015 0.05759
C2 0.63896 1.19072 0.06892
N1 2.61578 0.02615 -0.00243
H2 -2.28000 0.04354 -0.83716
F1 -0.63562 -2.28362 -0.55903
H3 -2.23129 0.07462 0.94510
F2 -0.23581 -1.29896 1.32824
H4 2.50151 1.75366 1.05476
H5 0.22195 -0.05814 -1.74511
C3 -2.06917 -0.53039 0.05822
C4 0.53335 -0.14929 -0.70526
H6 0.05817 1.17318 0.99768
N2 2.06641 1.17530 0.35655
N3 1.85300 -0.72641 -0.60255
H7 -2.73772 -1.39057 0.09844



Record 4
An isolated ion of composition C4H7F2O2S and charge -1 at a distorted geometry, computed with wB97M-V/def2-TZVPD.

Values from the calculation:
HOMO, eV: -3.3
Total charge: -1
Lowest unoccupied orbital energy, eV: 3.9
Energy above the lowest of the compared OMol25 structures with the same formula, charge and spin, kJ/mol: 95.0

Cartesian coordinates (Å):
C1 -0.05945 -0.10286 -0.05044
F1 0.60039 -1.96458 -1.26162
H1 -1.82413 0.69609 -1.32102
C2 -0.68269 0.56741 -1.25787
C3 -0.01678 -1.59858 -0.10656
H2 -1.08600 -1.96079 0.08277
H3 -0.60316 -0.18867 -2.12440
O1 2.26365 0.89666 1.15758
H4 -0.08580 1.32618 1.63930
C4 -0.56277 0.32525 1.36991
S1 1.97270 0.59051 -0.25763
F2 0.68375 -2.07477 0.96145
O2 1.73010 1.91790 -0.91088
H5 -0.34249 -0.35282 2.04812
H6 -1.77435 0.46592 1.42511
H7 -0.21297 1.45714 -1.39382



Record 5
A 2-piece molecular cluster, C4H7F2O5S2 overall at a distorted geometry, computed with wB97M-V/def2-TZVPD.

Values from the calculation:
HOMO (spin up / spin down), eV: -2.8 / -1.8
Total charge: -1
Lowest unoccupied orbital energy (spin up / spin down), eV: 2.1 / 1.0

Cartesian coordinates (Å):
H1 -0.19176 0.39121 -2.87444
C1 -1.45393 -0.25820 2.26397
F1 0.94286 2.32540 -1.05782
C2 0.25311 1.77565 -0.03246
H2 -2.02011 -0.28410 3.28619
H3 -0.43207 -0.85017 2.31864
H4 1.03077 1.28454 0.71093
C3 -0.09420 -0.69860 -2.49034
O1 2.47937 -1.25940 -0.79013
F2 -0.29211 2.76541 0.72025
H5 0.97443 -0.66938 -2.11754
O2 -1.02459 -1.12271 -1.47919
O3 2.29810 0.30345 1.19383
O4 0.99140 -1.84088 1.19771
O5 -0.86617 1.06738 -0.55695
C4 -1.13763 -0.27295 -0.44720
H6 -1.25562 0.70141 2.03384
S1 -2.39602 -0.65167 0.66347
S2 2.27441 -1.17262 0.68756
H7 -0.08023 -1.53376 -3.23033



Record 6
A 2-piece molecular cluster, C4H7F2P overall at a distorted geometry, computed with wB97M-V/def2-TZVPD.

Values from the calculation:
HOMO (spin up / spin down), eV: -8.3 / -8.1
Total charge: 0
Lowest unoccupied orbital energy (spin up / spin down), eV: 0.3 / 0.3
Energy above the lowest of the compared OMol25 structures with the same formula, charge and spin, kJ/mol: 303.7

Cartesian coordinates (Å):
F1 -1.76827 0.91946 1.09492
P1 -2.60558 -1.31484 -0.02332
C1 1.43097 -0.04954 0.73770
C2 0.76365 0.00651 -0.59276
C3 1.66060 1.08749 -0.25102
H1 1.25470 1.96811 0.10359
C4 -1.72904 0.28172 -0.05691
H2 2.31477 -0.69238 0.88769
H3 -1.64867 -1.90002 0.87945
H4 -1.85785 -1.96740 -1.15763
H5 0.90140 -0.86742 -1.34333
H6 2.52414 1.34433 -0.84324
F2 -2.07749 1.14698 -1.04095
H7 0.83666 0.03700 1.60582



Record 7
A single C4H7FN2 molecule at a distorted geometry, computed with wB97M-V/def2-TZVPD.

Values from the calculation:
HOMO, eV: -8.3
Total charge: 0
SMILES: C=C/C(CF)=N/N
Lowest unoccupied orbital energy, eV: 0.9
Energy above the lowest of the compared OMol25 structures with the same formula, charge and spin, kJ/mol: 167.5

Cartesian coordinates (Å):
N1 -0.22507 0.75272 -1.28872
H1 0.67755 -0.60165 -2.54393
C1 -0.93521 0.76662 0.85381
N2 0.62680 0.41734 -2.27983
H2 0.48643 0.97319 -3.10122
C2 -0.05708 0.19944 -0.13958
F1 0.82969 -1.79175 -0.89596
C3 -1.03669 0.31413 2.10930
H3 -1.70046 0.85655 2.78879
C4 0.90763 -0.90504 0.16343
H4 -1.59601 1.62115 0.53113
H5 0.59400 -1.41774 1.03984
H6 1.95993 -0.60598 0.32372
H7 -0.53152 -0.57899 2.43923



Record 8
A single C4H7FN2O molecule at a distorted geometry, computed with wB97M-V/def2-TZVPD.

Values from the calculation:
HOMO, eV: -9.9
Total charge: 0
SMILES: CO[C@H](C#N)N(C)F
Lowest unoccupied orbital energy, eV: 0.7
Energy above the lowest of the compared OMol25 structures with the same formula, charge and spin, kJ/mol: 497.7

Cartesian coordinates (Å):
H1 -1.63168 -2.29515 -0.88355
H2 -1.61190 -0.45782 -0.57194
F1 -0.73627 1.33921 -1.31190
H3 0.94070 -0.38878 -1.75364
C1 0.91661 -0.33789 -0.64558
H4 0.49553 1.19737 1.85045
H5 -1.54436 -1.56928 0.83782
C2 -1.22224 -1.45992 -0.21183
O1 0.15530 -1.32099 -0.02165
H6 -0.39255 2.60492 1.18628
C3 -0.20657 1.45262 1.05360
C4 2.28289 -0.39501 -0.22268
N1 0.33401 1.31852 -0.38103
H7 -1.17565 0.85732 1.14144
N2 3.39618 -0.54513 -0.06579



Record 9
A single C4H7FN2S molecule at a distorted geometry, computed with wB97M-V/def2-TZVPD.

Values from the calculation:
HOMO, eV: -8.5
Total charge: 0
SMILES: CN(C=S)/N=C\CF
Lowest unoccupied orbital energy, eV: -0.1
Energy above the lowest of the compared OMol25 structures with the same formula, charge and spin, kJ/mol: 501.9

Cartesian coordinates (Å):
C1 0.86418 -0.71443 0.61845
C2 1.71860 -0.02728 -0.35802
S1 -0.06912 2.05595 0.16656
H1 -3.49203 -0.94457 -0.59857
H2 1.35942 -1.28752 1.34663
H3 -2.62664 -2.21242 0.64501
N1 -0.33120 -1.22235 0.70926
F1 2.87893 -0.98461 -0.33105
N2 -1.30389 -0.46283 -0.07981
H4 1.81546 1.16230 -0.42202
H5 1.31213 -0.19712 -1.37151
H6 -2.13803 1.26874 -0.88267
C3 -1.39331 0.86383 -0.23434
C4 -2.45860 -1.44309 -0.27597
H7 -1.97429 -2.10097 -1.30918



Record 10
A single C4H7FO molecule at a distorted geometry, computed with wB97M-V/def2-TZVPD.

Values from the calculation:
HOMO, eV: -10.5
Total charge: 0
SMILES: C[C@H](F)[C@H]1CO1
Lowest unoccupied orbital energy, eV: 1.2
Energy above the lowest of the compared OMol25 structures with the same formula, charge and spin, kJ/mol: 136.5

Cartesian coordinates (Å):
H1 2.71359 0.96419 0.31809
H2 -1.95605 -1.01371 1.13065
C1 -1.83162 -0.49719 0.11488
H3 -2.49404 -0.93540 -0.60180
H4 0.64901 -0.18158 1.46806
O1 -1.61726 0.87286 0.05562
C2 0.77128 -0.13087 0.35162
H5 -0.50974 0.06860 -1.46245
C3 1.65825 1.03767 -0.00360
F1 1.27879 -1.28436 -0.11943
H6 1.73148 1.12335 -1.07283
C4 -0.57197 0.02108 -0.38644
H7 1.13908 1.96678 0.39140



Record 11
A single C4H7FO molecule at a distorted geometry, computed with wB97M-V/def2-TZVPD.

Values from the calculation:
HOMO, eV: -9.9
Total charge: 0
SMILES: F[C@H]1CCOC1
Lowest unoccupied orbital energy, eV: 1.0
Energy above the lowest of the compared OMol25 structures with the same formula, charge and spin, kJ/mol: 241.4

Cartesian coordinates (Å):
H1 0.16228 0.27120 2.08361
H2 0.12651 1.69604 -0.34619
F1 1.07838 -1.19342 -0.73848
C1 1.04007 -0.08590 0.07817
H3 0.83500 1.00234 -1.72680
H4 0.57391 -1.50614 1.65429
C2 0.16169 -0.45585 1.21701
C3 -1.32950 -0.07397 -0.64191
C4 0.06777 0.78142 -0.74790
H5 2.03837 0.46908 0.23054
H6 -1.37956 -0.87900 -1.40077
H7 -2.12796 0.58214 -0.35701
O1 -1.24696 -0.60793 0.69543



Record 12
A 2-piece molecular cluster, C4H7FO overall at a distorted geometry, computed with wB97M-V/def2-TZVPD.

Values from the calculation:
HOMO, eV: -9.0
Total charge: 0
SMILES: CC(F)=C=O.C
Lowest unoccupied orbital energy, eV: -0.1
Energy above the lowest of the compared OMol25 structures with the same formula, charge and spin, kJ/mol: 228.3

Cartesian coordinates (Å):
H1 -0.65892 1.98104 1.79161
H2 0.45907 1.53762 3.16393
H3 0.28209 -2.28835 -2.28711
O1 -2.02735 0.25788 -2.13792
H4 -0.99089 -2.26032 -0.83997
C1 -1.00777 0.12435 -1.57318
C2 0.05993 -0.46936 -1.16319
H5 0.72183 -2.52474 -0.49624
F1 1.20148 0.06455 -0.66684
H6 0.89301 2.69802 1.94569
C3 -0.02729 -2.01765 -1.20584
C4 0.32823 1.77469 2.09811
H7 0.76657 1.12227 1.37094



Record 13
A single C4H7FO2 molecule at a distorted geometry, computed with wB97M-V/def2-TZVPD.

Values from the calculation:
HOMO, eV: -9.5
Total charge: 0
SMILES: C[C@@H](F)[C@H](O)C=O
Lowest unoccupied orbital energy, eV: 0.5
Energy above the lowest of the compared OMol25 structures with the same formula, charge and spin, kJ/mol: 366.2

Cartesian coordinates (Å):
C1 -0.43679 0.45630 -2.19304
C2 0.43636 -0.78581 0.98113
C3 -0.78017 -0.34803 1.77197
H1 0.43613 2.03392 -0.46687
H2 1.57737 -0.52038 1.14232
O1 1.08479 1.26919 -0.41712
C4 0.42473 0.03840 -0.68420
H3 -0.52856 0.68104 1.82454
H4 -0.92074 -0.79500 2.73203
O2 -0.53317 1.60040 -2.52363
H5 -1.69881 -0.58682 1.15860
F1 0.39395 -2.16745 0.56159
H6 -0.64234 -0.40220 -2.76454
H7 1.18724 -0.47355 -1.12277



Record 14
C4H7FO2 as an isolated structure at a distorted geometry, computed with wB97M-V/def2-TZVPD.

Values from the calculation:
HOMO, eV: -8.6
Total charge: 0
Lowest unoccupied orbital energy, eV: 0.0
Energy above the lowest of the compared OMol25 structures with the same formula, charge and spin, kJ/mol: 563.5

Cartesian coordinates (Å):
H1 2.09599 0.87068 -1.94850
H2 -1.07497 -0.74550 -2.57404
H3 -0.05000 1.58853 2.04246
O1 -0.65808 -0.95036 -0.14017
C1 -0.28902 0.54685 1.53132
C2 1.40476 0.41587 -0.28266
C3 -0.35535 -1.35508 -1.64008
F1 -1.56989 0.14965 2.03113
C4 0.12521 0.01585 0.34765
H4 -0.42776 -2.67337 -1.60893
O2 1.08875 1.29596 -1.36709
H5 0.76740 -1.32807 -1.86189
H6 2.02957 0.96930 0.46616
H7 2.02988 -0.53417 -0.47479



Record 15
A 2-piece molecular cluster, C4H7FOS overall at a distorted geometry, computed with wB97M-V/def2-TZVPD.

Values from the calculation:
HOMO (spin up / spin down), eV: -9.1 / -8.9
Total charge: 0
Lowest unoccupied orbital energy (spin up / spin down), eV: -0.8 / -0.5
Energy above the lowest of the compared OMol25 structures with the same formula, charge and spin, kJ/mol: 592.9

Cartesian coordinates (Å):
H1 1.41865 -0.85715 -1.09074
C1 -1.66892 0.26380 -1.63173
H2 -2.15630 2.33308 -2.31288
H3 2.29261 -1.03395 1.76416
O1 0.50111 1.34627 1.00374
C2 -1.47072 1.55724 -1.94446
H4 -0.17582 -1.65183 -0.63280
C3 1.36300 -0.72967 2.24028
S1 0.04640 -0.07255 1.05851
H5 1.03510 -1.74397 2.59029
C4 0.55574 -0.93229 -0.45408
F1 -2.74304 -0.56527 -1.56015
H6 -0.48511 1.97095 -1.90654
H7 1.48729 0.11535 2.87638



Record 16
A single C4H7FS molecule at a distorted geometry, computed with wB97M-V/def2-TZVPD.

Values from the calculation:
HOMO, eV: -8.9
Total charge: 0
SMILES: CCS/C=C/F
Lowest unoccupied orbital energy, eV: 0.9
Energy above the lowest of the compared OMol25 structures with the same formula, charge and spin, kJ/mol: 112.6

Cartesian coordinates (Å):
H1 0.64085 1.91045 0.48034
C1 1.92948 0.17267 0.27584
F1 -2.77729 0.49958 0.16891
H2 2.91134 -0.08160 -0.25216
H3 -0.96039 -0.50966 1.49336
C2 -1.62828 0.07224 -0.41847
H4 2.27133 2.32787 0.03300
C3 1.48116 1.59328 -0.12366
H5 2.15475 0.08031 1.40682
H6 -1.54051 0.18769 -1.48262
C4 -0.73521 -0.49476 0.42718
S1 0.75526 -1.13134 -0.18753
H7 1.15121 1.62965 -1.16389



Record 17
C4H7FeO2 as an isolated structure at a distorted geometry, computed with wB97M-V/def2-TZVPD.

Values from the calculation:
HOMO (spin up / spin down), eV: -14.4 / -14.4
Expectation value of S²: 6.0147
Total charge: +1
2S+1: 5
Lowest unoccupied orbital energy (spin up / spin down), eV: -5.2 / -6.0
Energy above the lowest of the compared OMol25 structures with the same formula, charge and spin, kJ/mol: 0.0

Cartesian coordinates (Å):
O1 2.92184 1.58158 -0.55155
H1 3.13004 1.50425 0.38442
H2 1.09527 2.48732 -0.10780
H3 -0.39558 -1.89037 -0.10965
H4 -4.00771 -3.86772 1.67048
C1 1.52925 1.67953 -0.71760
C2 -0.39856 0.28012 0.09837
Fe1 -3.30653 -2.51464 1.03605
C3 -0.99386 -1.02017 0.21513
H5 1.34953 1.93688 -1.77450
C4 0.82729 0.38775 -0.45221
H6 1.36578 -0.51769 -0.75392
O2 -2.15272 -1.19347 0.61537
H7 -0.96406 1.14663 0.44742